Molecular formula: C5H14
Method: DFT, ωB97M-V/def2-TZVPD

XYZ file:
```
19
Properties=species:S:1:pos:R:3:forces:R:3:nbo_charge:R:1
C -0.868531 -1.176416 0.532747 2.88 -2.41 0.70 -0.604
C 0.060789 -0.682927 1.656714 -2.46 0.51 2.10 -0.395
C 0.053744 -1.527510 2.956897 0.53 -1.07 -1.03 -0.604
H -1.779063 -1.506789 1.010001 -0.61 0.28 -0.36 0.206
H -0.902392 -0.384761 -0.192087 -0.66 -0.13 -0.40 0.215
H -0.358364 -2.132854 0.127619 -1.02 1.44 0.02 0.190
H 1.042427 -0.388373 1.365514 0.55 0.37 -0.40 0.200
H -0.568791 0.122759 2.088363 1.17 0.88 -0.76 0.188
H 0.189249 -2.587608 2.708892 0.03 -0.04 0.21 0.191
H 0.828202 -1.272739 3.695355 -0.32 0.22 -0.34 0.212
H -0.932510 -1.415456 3.385616 -0.15 -0.15 0.42 0.197
C -0.261074 1.438263 -2.070818 0.61 -0.45 -0.39 -0.606
C 1.070282 1.806075 -2.720036 1.01 -0.31 0.39 -0.604
H -0.994599 1.708997 -2.804154 -0.85 0.29 -0.04 0.204
H -0.389330 0.375618 -1.895365 0.24 -0.20 -0.17 0.198
H -0.441783 1.924210 -1.127340 -0.07 0.42 0.27 0.202
H 1.117149 1.374271 -3.727425 -0.04 0.27 0.11 0.202
H 1.137124 2.902631 -2.784759 0.17 -0.37 -0.13 0.204
H 1.997475 1.422608 -2.205743 -1.03 0.44 -0.20 0.200
```
Forces are in eV/Å.

For the HOMO energy, the calculation gives -10.7 eV. The SMILES is CCC.CC. The relative energy (zero: lowest compared OMol25 entry of this formula, charge and spin) is 73.57 kJ/mol.